# 1
DFT (ωB97M-V with the def2-TZVPD basis set) results for a 2-piece molecular cluster, C22H24N5O6 overall in a non-equilibrium geometry.

multiplicity	1
total charge	+1
E_HOMO	-10.53	eV
max |F|	2.5	eV/A
LUMO level	-2.60	eV

Each line ends with the Mulliken charge.
CARTESIAN COORDINATES (ANGSTROEM)
O: 6.35523 0.19131 -1.01104  -0.64
O: 2.33355 3.16560 1.61872  -0.68
N: -3.35896 -3.94712 -1.46493  -0.66
O: -1.12751 1.38875 1.44784  -0.47
O: -7.05282 -7.60287 1.30007  -0.53
O: -1.48836 -2.06053 -1.76182  -0.66
O: -4.07650 -5.16110 -1.64821  -0.37
C: 5.63006 1.15467 -1.17598  0.69
C: 3.47004 3.06557 1.17416  0.17
C: -3.60301 -3.46499 -0.26421  0.43
C: 1.31795 4.11107 -2.16530  -0.46
C: 1.38191 3.14559 -1.19723  0.13
C: -0.44207 4.34198 -0.83010  -0.34
C: -2.74070 -0.35272 1.79731  -0.98
C: -5.99767 -5.56421 1.96239  -0.94
C: -1.35077 -0.37102 -0.15156  -0.51
C: -5.60101 -6.47049 -0.23226  -0.60
C: -3.35424 -1.54157 1.37453  -0.97
C: -5.14577 -4.48375 1.68520  -0.25
C: -1.73424 0.23453 1.03458  1.32
C: -6.22783 -6.55627 1.00859  0.96
C: -1.94708 -1.55729 -0.57934  0.03
C: -4.76295 -5.38774 -0.49940  -0.38
C: -2.96566 -2.18579 0.18272  0.39
C: -4.52326 -4.38187 0.42533  1.10
N: 0.17089 4.85070 -1.92180  -0.07
N: 4.49592 3.39897 1.96475  -0.18
N: 4.68270 1.42876 -0.27791  -0.07
N: 0.27915 3.29811 -0.37714  0.21
C: 5.82015 2.03987 -2.39268  -0.96
C: 5.92812 3.42497 1.64836  -0.77
C: 2.45733 2.09579 -1.03188  -1.04
C: 3.72288 2.54669 -0.26567  0.08
H: -1.34440 1.52021 2.38861  0.24
H: -7.08111 -8.22519 0.55607  0.28
H: -2.01331 -2.86012 -1.98014  0.49
H: 2.03032 4.25783 -2.96997  0.49
H: -1.36892 4.70167 -0.39036  0.45
H: -3.06885 0.10623 2.72434  0.30
H: -6.48401 -5.64897 2.92878  0.41
H: -0.57109 0.06809 -0.76074  0.45
H: -5.75048 -7.22600 -0.99488  0.32
H: -4.14941 -1.93900 1.99032  0.25
H: -4.98462 -3.75681 2.47101  0.29
H: -0.15919 5.63424 -2.47862  0.23
H: 4.22520 3.69045 2.89277  0.30
H: 4.64537 0.76671 0.48520  0.29
H: 0.06984 2.71636 0.43711  0.30
H: 4.92119 2.02818 -3.00321  0.27
H: 6.06358 3.05302 -2.08214  0.27
H: 6.64909 1.64199 -2.97891  0.33
H: 6.44959 4.07467 2.35413  0.34
H: 6.10231 3.80590 0.64060  0.24
H: 6.35288 2.42166 1.73113  0.29
H: 2.74254 1.74532 -2.02497  0.53
H: 2.02250 1.24076 -0.50868  0.24
H: 4.15545 3.38917 -0.80353  0.43

***

# 2
DFT (ωB97M-V with the def2-TZVPD basis set) results for a 9-piece molecular cluster, C28H56Cl2FN7O7 overall in a non-equilibrium geometry.

multiplicity	1
E_HOMO	-8.70	eV
max |F|	1.1	eV/A
LUMO level	0.19	eV

Each line ends with the Mulliken charge.
CARTESIAN COORDINATES (ANGSTROEM)
F: 0.23419 -1.76088 3.99161  -0.38
C: -1.02625 -1.75330 3.50055  0.74
C: -1.86448 -0.72113 3.84740  -0.45
C: -3.15136 -0.67700 3.33156  -0.68
C: -3.56730 -1.66596 2.44348  -0.80
C: -2.72080 -2.72443 2.14855  -0.23
C: -1.44974 -2.78341 2.68495  -0.12
H: -1.60127 0.08047 4.52608  0.40
H: -3.80543 0.13933 3.60436  0.42
H: -4.56840 -1.64623 2.03122  0.35
H: -3.06209 -3.51483 1.49290  0.40
H: -0.78877 -3.59683 2.40946  0.34
C: 1.41842 6.76314 -2.80040  -0.84
N: 1.85568 5.88338 -1.74601  -0.19
C: 1.15880 4.80019 -1.34575  0.52
C: 1.74372 4.03460 -0.17747  -0.65
O: 0.12197 4.45432 -1.89934  -0.68
H: 0.33724 6.70354 -2.90546  0.27
H: 1.82499 6.47553 -3.77395  0.29
H: 1.69089 7.78538 -2.54868  0.32
H: 2.81523 5.95787 -1.45424  0.24
H: 1.65078 4.58969 0.75295  0.32
H: 2.76637 3.73037 -0.41302  0.39
H: 1.18042 3.10424 -0.11065  -0.09
C: 4.28827 -1.12382 -2.15269  -1.01
N: 3.89374 -2.46146 -1.76308  0.14
C: 4.42455 -3.55741 -2.36039  0.79
C: 4.00996 -4.88962 -1.79383  -0.69
O: 5.13367 -3.48103 -3.35721  -0.70
H: 3.45801 -0.59875 -2.63011  0.28
H: 5.16621 -1.14917 -2.78740  0.40
H: 4.56147 -0.54384 -1.26327  0.27
H: 3.26629 -2.54703 -0.97698  -0.05
H: 3.05286 -5.16224 -2.23634  0.04
H: 3.93682 -4.87357 -0.70544  0.19
H: 4.77761 -5.60863 -2.06642  0.35
C: 1.46623 5.81955 5.87631  -0.83
N: 1.24869 4.48137 5.34486  -0.16
C: 0.85835 4.30267 4.05896  0.49
C: 0.39589 2.89776 3.70933  -0.69
O: 0.90024 5.19767 3.23780  -0.63
H: 2.34154 6.29272 5.42694  0.26
H: 1.57404 5.80633 6.95512  0.35
H: 0.62171 6.44941 5.59250  0.26
H: 1.35147 3.68465 5.94636  0.25
H: 0.12089 2.88135 2.65755  0.07
H: -0.47594 2.64074 4.31009  0.32
H: 1.18471 2.14969 3.80886  0.33
C: -1.72423 -5.36952 -3.60239  -1.05
N: -1.32502 -4.81691 -2.32918  0.10
C: -0.17568 -5.13599 -1.71092  0.53
C: -0.08203 -4.70673 -0.25195  -0.08
O: 0.69860 -5.81604 -2.23011  -0.72
H: -2.63701 -5.96258 -3.51076  0.33
H: -0.92557 -5.98444 -4.00378  0.37
H: -1.95056 -4.55412 -4.29666  0.28
H: -2.00363 -4.24124 -1.85015  0.10
H: -1.06081 -4.46919 0.16322  0.00
H: 0.58501 -3.84100 -0.22146  -0.24
H: 0.37780 -5.50154 0.32807  0.47
C: -3.05217 2.76475 -1.46857  -0.68
N: -2.40144 3.28870 -2.65291  -0.06
C: -3.08775 4.17356 -3.42767  0.68
C: -2.27718 4.83011 -4.50802  -0.91
O: -4.27659 4.40713 -3.27966  -0.67
H: -3.99968 2.29299 -1.71854  0.21
H: -3.23911 3.55793 -0.73610  0.39
H: -2.39150 2.04448 -0.99161  0.05
H: -1.41570 3.49643 -2.53735  0.42
H: -1.22863 4.93971 -4.22864  0.14
H: -2.71565 5.77656 -4.80397  0.33
H: -2.28829 4.16818 -5.38042  0.25
C: -2.45603 -0.62726 -2.81931  -0.78
N: -3.65578 -0.91393 -2.06851  -0.06
C: -3.82508 -2.01871 -1.31879  0.79
C: -5.21913 -2.31688 -0.85167  -1.23
O: -2.88907 -2.77551 -1.07190  -0.77
H: -2.61927 0.23316 -3.46154  0.40
H: -2.10734 -1.49087 -3.39018  0.21
H: -1.57253 -0.39539 -2.21809  0.04
H: -4.39672 -0.23565 -2.08389  0.26
H: -5.55620 -3.22037 -1.35805  0.31
H: -5.94041 -1.52847 -1.06133  0.41
H: -5.19119 -2.49485 0.22246  0.20
C: 3.30362 -0.30446 1.62394  -0.02
N: 3.08116 -1.36881 2.56081  -0.02
C: 2.78823 -2.64358 2.19746  0.60
C: 2.68680 -3.63250 3.31925  -1.49
O: 2.61086 -2.98574 1.03550  -0.29
H: 2.56237 0.49078 1.77541  -0.02
H: 3.20528 -0.65886 0.60402  -0.37
H: 4.28046 0.16153 1.76514  0.47
H: 3.21860 -1.22018 3.54374  0.19
H: 3.25118 -3.35852 4.21275  0.46
H: 3.08513 -4.58640 2.97588  0.37
H: 1.65316 -3.80702 3.61642  0.18
Cl: 0.87640 -1.04866 -1.13069  -0.17
C: -0.13633 -0.88515 0.30546  1.47
Cl: -0.50593 0.80309 0.65793  -0.09
H: -1.06745 -1.41306 0.11662  -0.54
H: 0.38195 -1.36442 1.12907  -0.66

***

# 3
DFT (ωB97M-V with the def2-TZVPD basis set) results for an isolated molecule of CH2F3NS2 in a non-equilibrium geometry.

multiplicity	1
E_HOMO	-9.50	eV
max |F|	2.3	eV/A
LUMO level	0.13	eV

Each line ends with the Mulliken charge.
CARTESIAN COORDINATES (ANGSTROEM)
F: 2.38725 0.30756 0.69831  -0.23
C: 1.32779 -0.06983 -0.05557  0.71
F: 1.65688 -0.66154 -1.18285  -0.21
F: 0.63477 -0.91843 0.66805  -0.22
S: 0.30356 1.36950 -0.54704  0.00
N: -1.01002 0.15770 -0.53218  -0.46
S: -2.10439 0.24167 0.78801  -0.07
H: -1.60878 0.32764 -1.34098  0.34
H: -1.58706 -0.75427 1.50425  0.13

***

# 4
DFT (ωB97M-V with the def2-TZVPD basis set) results for an isolated molecule of C4H6N2S2 in a non-equilibrium geometry.

multiplicity	1
E_HOMO	-9.43	eV
max |F|	3.5	eV/A
LUMO level	0.38	eV

Each line ends with the Mulliken charge.
CARTESIAN COORDINATES (ANGSTROEM)
C: 0.43098 0.98932 0.44008  -1.15
C: -0.25059 -0.28425 -0.16100  0.34
S: 0.16541 -1.88997 0.67547  -0.19
C: -1.72910 -0.14523 0.03036  -0.23
C: -2.65590 -0.75556 -0.78614  -0.19
S: -4.23189 -0.24859 -0.26862  0.11
N: -3.52724 0.76240 0.88366  -0.47
N: -2.29824 0.69543 0.92603  -0.11
H: 0.45779 0.89593 1.49405  0.35
H: 1.54187 1.30278 0.14363  0.31
H: -0.13059 1.94534 0.10778  0.30
H: -0.08969 -0.26759 -1.23764  0.35
H: 1.38082 -1.81660 0.18672  0.14
H: -2.62302 -1.32453 -1.63396  0.44